Record 1
Here is a cluster of 2 separate species, CHFS in total at a distorted geometry from the OMol25 dataset. Energies are from ωB97M-V with the def2-TZVPD basis set.

Each line ends with the Löwdin charge.
Geometry (Å):
S (-2.07399, -0.61013, -0.03018)  0.0706
F (0.71098, 1.18003, -0.09931)  0.0559
C (0.50245, 0.09669, 0.42468)  -0.1382
H (0.86055, -0.66660, -0.29518)  0.0116

Properties
ΔE to the lowest compared entry with this formula, charge and spin in kJ/mol: 486.7
Electronic energy in eV: -14599.4083
Spin multiplicity: 1
Orbital gap (alpha / beta) in eV: 6.940 / 7.207
HOMO energy (alpha / beta) in eV: -9.493 / -9.417
Strongest force on any atom in eV/A: 4.9


Record 2
Here is a structure of composition C24H43AlN3O9 at a distorted geometry from the OMol25 dataset. Energies are from ωB97M-V with the def2-TZVPD basis set.

Each line ends with the Löwdin charge.
Geometry (Å):
C (5.14715, 3.39650, -0.60192)  -0.0438
C (-0.03524, -1.98727, 1.89811)  -0.5825
C (-2.91049, -1.27683, -0.95326)  -0.2321
C (8.00697, 1.06127, -0.42776)  -0.0597
O (5.33043, -1.55825, -2.27309)  0.0151
N (-0.91605, -0.91088, 1.65876)  -0.1046
H (8.70009, 1.89106, -0.28378)  0.0833
H (-3.84912, 0.02158, -2.44667)  0.1011
H (-0.86374, -3.10690, -0.36546)  0.0513
O (5.68597, 4.29415, 0.37947)  0.0048
O (0.51297, -2.19801, -3.20981)  -0.0219
Al (-1.17101, -0.50216, -0.20626)  0.2948
H (-5.97828, 0.42293, -1.21780)  0.1073
H (-2.63047, -1.81064, -1.87640)  0.0383
C (4.63385, 5.98589, 3.23640)  -0.2208
H (-9.78316, -0.21404, 2.07648)  0.0975
C (-0.35614, -3.32878, -1.31373)  -0.0176
H (-5.45949, -1.88576, -2.40711)  0.1115
H (3.56544, -0.81220, -3.12088)  0.0858
H (-1.13262, 0.70816, 2.97802)  0.0714
C (4.39820, 4.93442, 4.30073)  -0.0673
C (3.89522, -1.49128, -2.34078)  -0.0274
H (-7.85624, -4.00676, 2.39825)  0.1140
H (1.69835, -2.89512, 0.91457)  0.0737
H (5.91250, 3.23988, -1.35578)  0.0829
H (3.86356, 5.36138, 5.14985)  0.0779
H (-7.66699, -2.48519, -2.27378)  0.1203
H (3.81204, 4.10441, 3.90694)  0.0773
H (4.26497, 3.81686, -1.08006)  0.1022
H (3.69403, 6.37771, 2.84653)  0.1225
C (8.05182, 0.57036, -1.86039)  -0.2157
O (3.62955, 4.44402, 1.30014)  0.1320
H (0.53072, 0.00977, 2.91515)  0.0716
O (5.44513, 5.47746, 2.17116)  0.0294
H (-1.33695, 1.10398, -0.29191)  -0.0105
O (-6.86332, -3.92368, -0.04404)  0.0592
C (1.43538, -1.98540, 1.46107)  -0.0402
H (-8.93445, 0.05498, -0.23762)  0.1120
H (-6.55116, -4.52941, 0.63635)  0.1062
H (7.75221, 1.34926, -2.56309)  0.1200
H (-3.62071, 0.76764, -0.86360)  0.0572
C (-5.36118, -0.45669, -0.92739)  -0.2583
C (-7.62889, -2.95834, 0.54412)  -0.2790
H (3.53363, -2.48827, -2.57506)  0.0988
H (-0.00661, 1.07489, 1.61406)  0.0348
C (-7.34542, -1.66887, -1.61866)  -0.1733
H (-3.34615, -1.98225, -0.23362)  0.0558
C (-8.09362, -3.10823, 1.83350)  -0.0269
H (2.05895, -1.99157, 2.36765)  0.0769
C (-9.16290, -0.98799, 1.63043)  -0.1172
C (-7.91641, -1.82857, -0.20671)  -0.1640
C (-3.92157, -0.16360, -1.36605)  -0.2881
H (0.43896, -4.04533, -1.08610)  0.0810
H (0.71165, 1.14298, -1.66664)  0.0543
N (0.34888, -0.92511, -1.32259)  -0.0760
C (0.75631, 0.17798, -2.18030)  -0.1471
C (4.80019, 4.71392, 1.28139)  -0.6110
H (9.06963, 0.27699, -2.11581)  0.1191
H (3.49133, -1.19037, -1.37490)  0.0949
C (-8.69423, -0.83407, 0.33770)  -0.0460
C (-8.85828, -2.09214, 2.37389)  -0.1099
C (0.20626, -2.09069, -2.01389)  -0.5911
H (8.27014, 0.25520, 0.25892)  0.0834
H (-1.10518, -3.74732, -1.98892)  0.0828
H (1.80488, 0.06051, -2.51538)  0.0535
H (0.15419, 0.27547, -3.09496)  0.0860
H (-9.23230, -2.16327, 3.39105)  0.1017
O (7.24568, -0.59836, -2.03543)  0.0339
C (-0.34717, 0.31263, 2.32663)  -0.1480
C (5.92976, -0.38120, -2.15977)  -0.5999
O (-0.42329, -2.97145, 2.51776)  0.0252
N (-5.89050, -1.67776, -1.51570)  -0.0625
H (1.73614, -1.11152, 0.87818)  0.0569
H (5.18454, 6.82482, 3.66112)  0.1184
H (4.90879, 2.44037, -0.14134)  0.0915
H (-5.38244, -0.49654, 0.17070)  0.1209
H (-7.72472, -0.69841, -1.99247)  0.1038
H (7.00749, 1.39869, -0.16026)  0.0531
H (5.34786, 4.52432, 4.64848)  0.0796
O (5.38462, 0.69405, -2.15662)  0.1155

Properties
Electronic energy in eV: -55083.8650
Charge: -1
Spin multiplicity: 1
Orbital gap in eV: 7.486
HOMO energy in eV: -5.164
Strongest force on any atom in eV/A: 1.6


Record 3
Here is a structure of composition C9H9MnN2O5S at a distorted geometry from the OMol25 dataset. Energies are from ωB97M-V with the def2-TZVPD basis set.

Each line ends with the Mulliken spin population.
Geometry (Å):
C (-1.85241, 0.05734, 0.00762)  -0.0186
H (-0.19271, 2.12066, 0.44669)  0.3010
H (-1.19403, -3.64543, 4.38799)  0.0003
H (2.05548, -1.68701, 4.33080)  0.0001
C (0.48978, -2.53828, 1.81844)  0.0185
C (-0.23603, 0.11683, -2.09330)  0.0441
H (-0.75874, -2.09433, 4.70020)  0.0002
O (-2.97526, -0.22114, 0.22346)  0.0439
O (-0.30191, -0.33391, -3.17106)  0.1009
N (-0.55752, -2.67393, 2.66544)  0.0082
N (1.71809, -2.55296, 2.40635)  0.0061
C (1.93914, -2.68816, 3.89110)  0.0008
C (0.02325, 1.18805, 1.28824)  0.3255
H (-1.51346, -2.67116, 2.31902)  -0.0010
H (0.95809, -4.48517, 4.26868)  -0.0001
C (0.85362, -3.45172, 4.56619)  0.0006
Mn (-0.06592, 0.21705, -0.39812)  3.6422
C (-0.44787, -2.94137, 4.09750)  0.0008
H (0.94852, -3.36212, 5.66805)  0.0001
H (2.90388, -3.16732, 4.05580)  0.0002
C (-0.48503, 2.42168, -2.54683)  0.1054
C (1.74629, 0.42988, -0.37673)  -0.0345
H (2.55040, -2.31399, 1.86857)  -0.0006
O (-0.63693, 3.04074, -3.51376)  0.0035
O (0.17595, 1.06475, 2.44478)  0.3132
S (0.21902, -2.28621, 0.10425)  0.0959
O (2.92298, 0.41874, -0.41758)  0.0435

Properties
ΔE to the lowest compared entry with this formula, charge and spin in kJ/mol: 107.6
Electronic energy in eV: -64838.8254
Charge: +1
Spin multiplicity: 6
Orbital gap (alpha / beta) in eV: 5.747 / 6.441
HOMO energy (alpha / beta) in eV: -9.662 / -12.860
Strongest force on any atom in eV/A: 9.7